The following is a DFT calculation (ωB97M-V/def2-TZVPD) of a 16-piece molecular cluster, C45H127N5O16 overall at a distorted geometry.

Geometry as ORCA input:
```
! RIJCOSX wB97M-V def2-TZVPD def2/J DEFGRID3
* xyz 0 1
C -7.740 -3.255 1.824
H -2.283 -2.986 6.308
O -2.000 5.177 -4.286
N -1.138 -2.564 -1.261
H -3.192 13.066 1.034
H -0.722 -2.579 0.746
H -0.715 -0.089 1.047
H -0.109 -1.537 7.801
C -0.555 -1.955 -0.132
C 6.226 -6.995 4.711
H -6.046 9.158 2.982
H -1.722 4.364 -4.713
H 0.727 6.927 5.648
H -1.248 5.382 -7.007
H 12.489 -6.208 -3.671
H -9.275 4.715 -4.052
H -0.988 7.128 1.070
C -9.412 3.820 -3.446
H -3.362 -8.016 0.176
H -2.346 4.511 5.886
H 1.755 -0.059 -8.380
H -8.275 -5.358 2.320
C -0.008 -7.668 -4.814
H 1.556 -0.520 -5.927
H -2.773 9.943 2.433
H -3.960 10.516 0.063
H -8.896 1.725 -3.600
N -2.799 10.952 2.463
C -4.126 11.305 2.067
H 0.311 -8.615 -5.248
H -7.843 4.164 -1.961
N 4.824 -5.296 5.907
H 6.730 -6.457 -3.128
H 4.848 -0.825 5.483
O 5.163 0.060 5.284
N -0.051 6.958 0.736
H 1.339 4.767 -0.023
C 9.371 2.826 0.466
C -8.919 4.013 -2.043
H -1.852 6.933 -7.215
O 0.173 0.936 -5.673
C 4.884 -6.604 5.282
H -5.188 -3.827 -5.136
C 0.483 5.968 1.615
C 0.780 -6.631 -5.555
H -4.021 6.965 -4.109
H -0.723 -2.653 5.681
H -1.727 -6.686 -4.399
H -5.767 7.659 2.192
O -10.847 3.549 -3.370
O -3.762 -7.644 2.146
H -4.769 11.210 2.942
H -0.328 5.257 1.777
H -4.191 -2.390 -6.319
H 9.894 -8.096 -3.826
H 1.253 -1.219 -1.139
C 1.300 0.461 -6.328
H 10.597 -7.978 -6.386
H -7.651 -3.087 4.054
H 0.174 -6.556 -3.278
H 8.015 -8.140 3.142
H 6.570 -6.361 3.894
H 0.386 -6.597 -6.570
H -4.339 4.178 5.441
C -1.495 6.271 -6.427
H 3.893 -5.217 6.289
H -8.968 -2.221 3.250
H -1.294 -1.888 -1.996
H -8.051 -2.456 1.152
H -2.576 -9.054 1.329
C 8.308 1.719 0.587
C -1.951 -1.955 8.840
C 7.834 1.126 -0.778
H -3.321 5.187 -5.755
H 10.678 -5.321 -4.842
H 10.286 2.430 0.025
H 7.703 -7.796 -2.576
C 0.974 0.416 -7.788
O -2.534 -0.559 0.297
H 0.788 -5.644 -5.094
C -2.848 -8.016 1.137
H -4.325 4.593 7.210
C 10.766 -6.407 -4.875
H -0.271 6.485 -0.129
O -0.282 6.870 3.831
H 3.451 1.004 -6.346
C -3.982 12.758 1.720
H 3.811 -7.729 3.791
C -1.122 -0.536 0.140
C 0.945 -1.914 -0.358
H 4.121 -6.098 3.282
C 1.633 5.416 0.801
H -3.677 7.746 -5.648
H 7.528 1.916 -1.463
C -4.674 10.503 0.887
C 4.173 0.957 5.807
H 6.938 -6.981 5.536
H 8.652 0.659 -1.326
C -3.115 0.718 0.204
H -2.071 -7.253 1.193
H -7.434 -1.542 3.130
H -11.123 3.460 -4.285
H 7.002 1.924 1.943
C -4.002 3.895 6.438
C 3.874 -6.703 4.154
O -2.630 3.713 6.339
H -9.619 -4.448 1.675
H -2.122 11.183 1.750
C -8.538 -4.573 1.611
H 1.408 -1.683 0.602
H -1.777 -1.323 6.013
C -5.341 -2.775 -4.895
H -9.032 2.490 -5.101
H -2.033 -8.398 -4.877
H 0.513 8.479 5.002
O -4.177 -2.101 -5.404
O -4.720 9.133 1.321
H 2.286 4.845 1.461
H 4.408 2.012 5.668
H -0.864 7.559 5.628
H 3.253 0.659 5.303
H 8.718 0.923 1.209
H -2.112 -2.652 -1.009
C 0.040 7.497 5.023
N 12.160 -6.641 -4.522
H 1.376 7.596 2.881
H -2.800 1.241 -0.699
H 6.940 0.509 -0.690
H 1.816 -6.971 -5.558
H -8.266 -4.880 0.601
H 7.174 -9.799 3.262
O 0.278 -7.493 -3.459
H 0.100 -0.215 -7.949
H 11.008 -6.401 -7.066
C 7.736 -6.732 -2.811
H -0.536 0.308 -5.831
H -5.533 -2.689 -3.825
H 9.065 3.596 -0.243
H 8.033 -6.135 -1.949
H 2.253 6.193 0.352
H 0.841 1.364 -8.309
H -4.936 13.144 1.360
C 7.451 -8.858 3.737
H -2.480 7.712 -4.412
H 10.206 -6.685 -2.793
H -0.589 6.628 -5.937
H -6.808 8.900 1.453
C -0.914 -2.272 7.802
H -1.601 -2.077 9.866
H 2.863 -6.510 4.512
C -1.452 -2.287 6.405
C -3.257 7.104 -4.874
H 1.599 5.995 3.540
C -2.564 5.892 -5.411
H 5.389 -5.434 6.732
H -3.968 -6.727 1.947
H 4.051 0.781 6.876
H -4.468 2.967 6.770
H 2.314 2.355 -6.392
H -5.843 -2.755 1.666
H -1.707 -7.284 -6.117
C 10.466 -6.902 -6.264
H -6.263 -2.384 -5.326
H 12.790 -6.326 -5.246
H 9.721 3.301 1.383
H 1.311 -2.910 -0.607
H -9.372 4.884 -1.569
O -6.404 -3.533 1.643
O 8.543 -6.540 -3.972
C 9.874 -7.007 -3.780
H 0.000 -3.389 8.972
H -0.858 0.108 -0.698
H -3.785 13.350 2.613
O 7.182 2.358 1.106
H -5.630 10.950 0.612
C -7.922 -2.516 3.167
H -7.611 2.852 -4.093
O 6.256 -8.342 4.249
H -2.731 -2.711 8.756
H -2.432 -0.993 8.665
H 8.119 -9.136 4.552
H -4.194 0.658 0.342
C -5.879 8.725 1.996
C 0.889 6.629 3.009
C 2.480 1.354 -5.994
H 4.727 -7.331 6.079
O -0.350 -3.511 8.086
H -9.098 3.192 -1.349
H 9.438 -6.616 -6.488
C -8.687 2.679 -4.084
C -1.455 -7.495 -5.077
H -2.785 1.245 1.100
H 2.652 1.476 -4.925
*
```

Highest occupied orbital energy in eV: -9.0310
Max |F| in hartree/bohr: 0.0468
Relative energy (zero: lowest compared OMol25 entry of this formula, charge and spin) in kcal per mole: 104.9
Total energy in eV: -88925.7859

The following is a DFT calculation (ωB97M-V/def2-TZVPD) of a 9-piece molecular cluster, C45H135N18O18P9 overall at a distorted geometry.

Geometry as ORCA input:
```
! RIJCOSX wB97M-V def2-TZVPD def2/J DEFGRID3
* xyz 0 1
H -0.935 2.167 -1.610
O 0.266 6.017 -2.107
H 0.611 -5.531 -3.448
H 0.944 -4.879 0.549
N 4.818 3.708 -6.592
N -4.046 -2.057 4.793
P -1.896 -4.756 -2.680
H -4.633 4.090 1.522
P -0.794 4.912 -1.946
C 2.691 -1.528 -2.803
O 3.403 -2.546 -1.995
H -1.511 9.359 2.900
N -1.239 -4.196 -4.087
O 0.426 0.947 1.675
H -1.348 1.332 0.626
H -0.992 8.024 3.899
H -6.936 4.041 -0.258
H -5.476 -4.750 -3.050
H 5.535 3.867 -8.616
H 3.510 9.955 5.198
H 4.275 8.429 4.952
H 2.093 3.244 -3.951
H -5.511 -3.348 2.339
H 3.349 -1.227 -3.628
C 5.332 4.950 -6.110
H 2.468 -0.707 -2.140
H 4.743 -1.194 -0.002
P 4.713 2.312 -5.673
N 3.867 -6.435 3.375
C -1.601 -2.809 -4.430
H 2.601 -5.160 6.390
H 4.595 -6.001 1.440
N 2.176 8.337 4.932
H -0.044 1.580 -3.061
H -0.114 6.869 1.900
H -4.555 -0.808 6.345
H 5.756 -6.773 2.520
P 4.978 -2.707 -2.190
H 0.801 -7.163 -2.779
N -5.163 -4.576 4.012
H 4.814 -7.448 4.981
C -6.708 3.462 -1.170
O 0.353 -0.290 -0.570
H 0.344 10.778 1.729
C -4.571 -4.390 -2.558
H -5.319 -2.384 6.516
C 1.191 7.972 5.937
H 7.250 -0.172 -5.645
H -1.098 -2.515 -5.350
H 7.200 -3.570 -1.301
H -2.236 -5.550 2.896
H 3.851 4.314 -8.390
H -4.834 -4.331 -1.505
H -6.420 -4.773 5.745
H 0.800 8.850 6.457
O -0.010 3.676 -2.663
H 0.340 7.542 5.431
O -2.012 5.510 -2.837
H -6.075 -1.745 -1.584
H 2.487 2.558 0.980
H -5.778 -1.143 3.933
H -3.457 3.018 2.329
O -3.289 -4.314 5.759
H -5.415 1.291 3.011
H 0.490 5.819 -4.136
O 3.875 1.312 -6.378
H 0.874 -1.934 0.524
C 5.260 -0.576 -0.728
H 6.508 -0.022 -4.080
C -5.811 1.568 2.042
P -3.836 -3.688 4.531
H 3.704 -8.454 4.081
H 4.601 2.640 -2.197
C -4.680 -1.240 3.816
H 1.245 3.671 0.374
H 3.034 -2.738 1.915
H -3.895 -6.008 -4.782
H -3.737 -0.157 0.786
O 1.277 -6.767 2.361
H 5.193 1.398 -3.285
C -0.775 1.700 1.482
C -7.965 1.515 -0.423
H -6.906 -3.499 3.436
P 1.299 0.497 0.420
H -4.257 -0.225 3.881
N 2.680 -4.778 1.818
H 2.646 3.311 -0.682
H 3.123 4.558 -3.390
C 0.857 6.472 -3.352
H -2.395 -4.566 1.384
H -4.596 -6.977 -3.469
H -5.063 -5.925 5.595
H 5.479 4.857 -5.043
C -1.139 -5.051 -5.228
H -4.014 5.448 -3.103
H 2.436 -3.595 5.533
H 1.902 4.693 4.142
H -1.935 -4.878 -5.996
N 0.544 8.947 2.739
H -3.808 -5.263 2.109
H -4.282 -1.737 0.241
H -1.003 -3.276 2.899
H -0.866 -1.883 0.049
H 3.054 -7.228 5.138
C -5.788 -0.709 -1.791
H 1.775 -1.930 -3.231
H 3.021 6.037 4.587
H -6.616 -0.126 -2.184
P 1.902 8.121 3.343
C 3.425 8.893 5.432
C 3.007 3.791 -4.180
H 0.350 -2.247 -1.141
H 6.905 -3.725 0.402
N 1.374 6.551 3.308
H -2.435 -6.534 -0.835
H 3.752 -4.783 5.190
H -1.345 -7.924 -1.250
H -3.332 3.398 0.589
H -0.623 9.700 4.387
O -4.138 2.234 -1.261
H 4.314 2.609 -8.365
N -4.810 1.953 1.113
H 3.533 8.756 6.508
C -0.685 2.361 -2.650
C -4.010 3.182 1.399
H -8.330 2.112 0.433
C 0.417 -6.158 -2.587
C -6.038 -4.022 3.023
H 6.571 -5.162 -0.666
O 5.620 -1.269 -1.923
H 0.169 5.155 2.316
H 6.290 5.249 -6.576
O -1.986 -3.586 -1.752
N 4.193 2.962 -4.250
H 3.486 1.418 -2.936
C 0.656 9.748 1.549
C -5.810 -5.379 5.031
H 7.034 2.858 -3.957
H -0.743 -6.537 -0.286
H -8.709 1.519 -1.236
H -1.307 1.487 2.397
O 3.153 8.448 2.615
H 0.975 -5.692 -1.772
H -1.613 2.394 -3.243
H -7.878 0.498 -0.089
H -1.828 -2.180 3.998
H -0.151 -4.931 -5.652
O 2.544 -0.148 0.844
C -4.411 -1.880 6.177
H 5.499 -0.340 -5.495
N 1.934 -5.245 4.381
O 5.558 -3.102 -3.460
H -7.511 3.695 -1.883
H 3.846 -3.754 3.130
H -6.429 -6.084 4.482
O 5.231 -3.510 -0.867
C 2.692 -4.660 5.427
H 4.613 0.278 -0.932
P 2.340 -5.913 2.923
C 2.399 5.611 3.796
C -4.129 -0.702 -0.060
H -1.973 -1.944 2.218
H 1.689 9.766 1.218
C 0.639 6.131 2.154
O 1.331 1.774 -0.518
C 4.617 3.609 -8.059
P -5.157 1.535 -0.470
H -1.270 -2.128 -3.642
H 0.160 -5.875 5.426
H 2.402 -5.807 -0.001
N -3.066 -3.555 3.064
H -5.772 3.821 -1.577
C 2.053 -4.897 0.502
H -3.376 -0.706 -0.853
H -4.968 -0.695 -2.521
H -6.538 2.382 2.167
H -0.036 -5.473 3.723
H 4.446 -3.705 1.445
H 0.511 7.483 -3.556
H -3.453 4.098 -2.032
C -3.723 -6.389 -3.765
C 4.362 2.069 -3.098
H 0.044 9.351 0.732
H -1.184 -6.074 -4.842
H 6.210 -0.201 -0.346
N -1.023 -6.123 -2.368
H 2.861 4.313 -5.122
N -3.495 -5.339 -2.804
C 0.151 -1.664 -0.249
H 2.396 -4.061 -0.109
C 0.482 -5.187 4.645
H -2.674 -2.604 -4.593
H 0.172 -4.179 4.943
H -3.588 -2.188 6.816
C 7.187 2.534 -5.002
H 8.198 2.137 -5.153
C 6.579 -4.075 -0.574
H -4.437 -1.614 2.812
C 1.983 2.919 0.084
H -0.557 2.777 1.388
N 6.200 1.639 -5.453
H -6.289 0.658 1.667
C -1.424 -6.847 -1.100
H 1.938 6.442 -3.258
C -2.855 -4.819 2.347
O -1.183 4.626 -0.587
H 7.114 3.420 -5.630
H -4.298 -3.382 -2.891
H 4.592 5.755 -6.257
C 3.854 -7.429 4.437
N -5.366 -0.092 -0.510
H -3.137 4.063 -3.777
C -1.915 -2.686 3.024
C 4.715 -6.759 2.219
H 3.066 5.332 2.969
H -2.879 -7.071 -3.740
N -6.694 1.989 -0.959
H 1.298 6.023 1.267
C -0.698 9.012 3.542
H -6.484 -4.842 2.452
C 6.366 0.215 -5.134
C -3.238 4.724 -2.908
H 1.540 7.208 6.665
C 3.543 -3.700 2.071
H 4.448 -7.759 1.831
*
```

Highest occupied orbital energy in eV: -8.2928
Max |F| in hartree/bohr: 0.0497
Total energy in eV: -196146.9909
Structure (SMILES): CN(C)P(=O)(N(C)C)N(C)C.CN(C)P(=O)(N(C)C)N(C)C.CN(C)P(=O)(N(C)C)N(C)C.CN(C)P(=O)(N(C)C)N(C)C.CN(C)P(=O)(N(C)C)N(C)C.CN(C)P(=O)(N(C)C)N(C)C.COP(=O)(OC)OC.COP(=O)(OC)OC.COP(=O)(OC)OC

The following is a DFT calculation (ωB97M-V/def2-TZVPD) of C45H28N5PbS as an isolated structure.

Geometry as ORCA input:
```
! RIJCOSX wB97M-V def2-TZVPD def2/J DEFGRID3
* xyz 1 1
C -1.931 4.412 6.132
C -2.820 3.416 5.749
C 2.600 -2.347 -4.329
N 0.258 -2.067 -0.196
C -0.894 4.173 -0.032
H -0.683 -7.178 5.219
H -3.745 3.272 6.294
S 3.480 1.100 -0.258
H 1.846 5.530 -4.986
C -0.497 2.922 -0.603
C -0.823 -1.425 4.075
C 0.781 -3.929 -4.216
H -0.053 5.368 5.722
H -1.146 0.403 5.223
H -2.506 -3.814 3.292
C 0.928 4.188 -3.594
C 0.519 -0.086 -4.117
H -1.469 4.670 2.017
H -0.152 -4.256 -3.771
C 1.312 -4.611 -5.301
H 0.671 -0.615 -5.044
C 0.094 1.454 -2.547
C 2.494 -4.176 -5.887
C 1.423 -2.793 -3.722
N -0.667 -0.398 2.018
H -3.225 1.826 4.364
C -0.999 -0.100 4.280
N 3.234 1.181 -3.076
C -0.752 4.597 5.424
C -1.132 3.953 1.285
H 1.688 -4.547 2.811
C -1.628 -4.412 3.507
C -0.234 3.865 -2.890
C -0.307 -2.853 2.075
H -2.158 5.042 6.983
H 2.911 -4.716 -6.728
H -2.692 -5.813 4.730
C 0.939 5.279 -4.450
C -1.730 -5.537 4.312
C 0.697 -2.682 -1.341
C -0.596 -1.613 2.669
H 3.090 -1.452 -3.956
C -0.604 -6.304 4.585
H -2.293 4.371 -2.537
C 3.137 -3.046 -5.399
C 0.625 -5.945 4.045
C -1.384 4.636 -3.066
C 0.190 1.219 -3.954
C -0.210 6.038 -4.628
H 1.508 -6.534 4.263
H 0.024 1.952 -4.726
C 0.895 -2.022 -2.568
C 0.812 -4.093 -1.117
C -0.400 -4.056 2.948
C -2.527 2.599 4.668
C 0.618 -0.658 -2.811
H 0.459 3.936 3.778
H 0.358 -5.282 0.654
H -2.274 6.294 -4.087
H -0.977 5.108 -0.562
Pb 0.890 0.107 0.332
N -0.497 1.955 0.363
C -1.349 2.787 3.944
C -0.866 2.567 1.535
H -0.201 6.884 -5.305
N 0.313 0.283 -1.871
H -0.802 -2.207 4.818
C -1.372 5.711 -3.941
C -0.214 2.698 -1.970
H 1.151 -4.820 -1.837
C 0.108 -3.055 0.746
C -1.027 1.924 2.777
C -0.465 3.794 4.330
C 0.725 -4.831 3.224
H 1.820 3.581 -3.462
C 0.424 -4.326 0.160
H 0.799 -5.481 -5.691
C 3.325 1.142 -1.916
C -0.898 0.543 3.001
H 4.056 -2.700 -5.859
*
```

Highest occupied orbital energy (spin up / spin down) in eV: -10.1329 / -10.1351
Max |F| in hartree/bohr: 0.0116
Total energy in eV: -70646.5002

- Among the records above, which one has the highest max |F|?
  C45H135N18O18P9